The following is a quantum chemistry calculation of a cluster of 11 separate species, C5H33NO11 in total in a non-equilibrium geometry, from OMol25.

Values from the calculation:
Max |F| ... 11.118 eV/A
Energy above the lowest of the compared OMol25 structures with the same formula, charge and spin ... 6.1436 eV
SMILES string ... CN[C@H](C)CCO.O.O.O.O.O.O.O.O.O.O
HOMO level ... -8.790 eV
E_LUMO ... 0.1 eV
M ... 283.31 u
Energy ... -1092.5310 a.u.
Gap between HOMO and LUMO ... 8.935 eV

Geometry as ORCA input:
```
! wB97M-V def2-TZVPD RIJCOSX def2/J DEFGRID3
* xyz 0 1
C 1.6047 0.4063 3.3379
N 0.6770 0.0797 2.1974
C 1.3190 0.4256 0.8513
C 2.7891 -0.0979 0.6716
C 3.1798 -0.3346 -0.8566
O 2.6537 -1.5515 -1.3876
C 0.4205 0.0613 -0.3214
H 1.2930 -0.3806 4.1254
H 2.6631 0.1817 3.1295
H 1.5744 1.4392 3.8819
H 0.3042 -0.8907 2.2835
H 1.4218 1.5317 0.9056
H 3.4924 0.6643 1.0576
H 3.0028 -0.9964 1.3216
H 2.7167 0.5107 -1.3638
H 4.2898 -0.3829 -0.9918
H 1.7106 -1.6823 -1.2107
H 0.7556 0.4058 -1.3290
H -0.6897 0.3859 -0.2586
H 0.3061 -1.0637 -0.4512
H -3.0375 -0.4617 -2.1227
H -2.7826 1.1765 -2.4437
O -2.5813 0.2551 -2.7521
H -3.4380 0.0457 0.5120
H -2.2934 1.1207 0.8661
O -2.8420 0.6951 0.2146
H -2.1999 2.8738 -1.4847
H -2.7568 3.9844 -0.7410
O -2.1435 3.9295 -1.4358
H -0.0073 -2.8005 -0.2281
H -0.0075 -4.0366 -0.9060
O 0.0830 -3.0565 -1.0166
H -3.2265 -2.6296 -1.9836
H -2.4494 -1.8433 -1.0839
O -3.3799 -1.9273 -1.4658
H -0.6290 1.6093 -4.2910
H -1.1660 0.8808 -3.1859
O -0.3217 1.2855 -3.5476
H 2.8281 -4.0683 1.1300
H 2.3700 -2.6420 0.7066
O 2.3515 -3.2744 1.4829
H 0.9807 -2.3339 1.8150
H 0.4926 -3.6120 2.1736
O 0.1046 -2.8620 1.6963
H 0.0727 3.2903 -0.2511
H 0.1622 4.2658 0.8673
O 0.6526 3.5280 0.4777
H -2.6506 2.9347 3.1414
H -1.4163 2.4634 2.2462
O -2.3649 2.5707 2.3198
*
```

---

The following is a quantum chemistry calculation of a cluster of 12 separate species, C5H33NO11 in total in a non-equilibrium geometry, from OMol25.

Values from the calculation:
Max |F| ... 3.285 eV/A
Energy above the lowest of the compared OMol25 structures with the same formula, charge and spin ... 3.4297 eV
SMILES string ... CC/C=C(/C)N.O.O.O.O.O.O.O.O.O.O.O
HOMO level ... -8.534 eV
E_LUMO ... -0.2 eV
M ... 283.31 u
Energy ... -1092.6308 a.u.
Gap between HOMO and LUMO ... 8.375 eV

Geometry as ORCA input:
```
! wB97M-V def2-TZVPD RIJCOSX def2/J DEFGRID3
* xyz 0 1
C -2.1224 -1.0968 2.2957
C -3.3506 -0.4849 1.6796
N -2.6378 1.9888 0.1837
C -2.8695 0.7853 -0.4616
C -3.2322 -0.3323 0.1591
C -2.6502 0.7928 -2.0004
H -1.2565 -0.9131 1.6419
H -2.1176 -2.2498 2.0633
H -2.0507 -0.8447 3.4005
H -4.1376 -1.1331 2.0420
H -3.4595 0.5454 2.1423
H -2.1780 2.7976 -0.1618
H -3.1999 2.3166 0.9917
H -3.2835 -1.2364 -0.4644
H -1.6566 0.8748 -2.3104
H -3.1744 1.6431 -2.4333
H -3.2576 -0.0312 -2.4164
H 1.1432 0.7935 -2.9109
H 0.4856 1.9446 -3.7866
O 0.3600 1.1038 -3.4172
H -0.6056 1.9470 1.9608
H 0.6589 1.4192 1.5511
O -0.0086 1.2378 2.2345
H 1.7344 2.4287 -0.3986
H 0.2499 2.7986 -0.1323
O 1.1425 3.0158 0.0628
H 3.3836 0.1021 1.1552
H 4.2881 -0.3237 -0.2182
O 3.5711 0.1492 0.1929
H -0.4491 0.0695 -0.1540
H -0.1743 -0.5829 -1.5253
O 0.2365 -0.3800 -0.6476
H 0.5147 0.4723 3.6173
H 1.0110 -0.9629 4.0960
O 1.0835 -0.0356 4.1789
H 3.2750 0.1423 -2.3447
H 2.2814 0.0097 -1.1468
O 2.3243 0.0786 -2.1592
H 0.1644 -4.2273 0.2515
H -0.5478 -2.9945 -0.0185
O -0.7045 -3.9455 -0.0800
H -0.1333 -1.4145 -3.9496
H 1.2454 -1.2789 -3.4132
O 0.7683 -1.8984 -3.9960
H 2.5334 1.6010 3.3211
H 2.6362 2.4534 1.9183
O 2.7639 1.6218 2.3781
H 2.0903 -2.3018 -1.0906
H 1.4709 -2.0197 0.3335
O 1.7856 -2.6945 -0.2893
*
```

---

The following is a quantum chemistry calculation of a cluster of 12 separate species, C5H34N2O12 in total in a non-equilibrium geometry, from OMol25.

Values from the calculation:
Max |F| ... 13.590 eV/A
Energy above the lowest of the compared OMol25 structures with the same formula, charge and spin ... 5.8720 eV
SMILES string ... CNC[C@@H](C)NC=O.O.O.O.O.O.O.O.O.O.O.O
HOMO level ... -9.390 eV
E_LUMO ... -0.1 eV
M ... 314.33 u
Energy ... -1223.1672 a.u.
Gap between HOMO and LUMO ... 9.263 eV

Geometry as ORCA input:
```
! wB97M-V def2-TZVPD RIJCOSX def2/J DEFGRID3
* xyz 0 1
C 1.9705 0.1730 1.3601
N 0.9504 -0.4555 2.1072
C -1.1841 -0.6144 3.3109
C -0.4484 0.0473 2.0681
C -1.1422 -0.3795 0.7683
N -2.0790 0.5561 0.1469
C -3.3546 0.6957 0.9365
O 1.7265 1.0300 0.5028
H 2.9584 -0.2066 1.4613
H 1.0874 -1.4574 2.3218
H -2.2295 -0.2160 3.2697
H -1.1609 -1.6947 3.2574
H -0.7232 -0.2799 4.2106
H -0.3145 1.1687 2.1304
H -1.6046 -1.2414 0.9740
H -0.3214 -0.4041 -0.0696
H -1.5999 1.4382 0.0390
H -3.7947 -0.2118 0.9472
H -3.2567 1.1835 1.9103
H -4.0405 1.1818 0.2524
H -2.7125 -0.8131 -3.4350
H -3.0234 -1.9543 -2.4180
O -2.6500 -1.8033 -3.2478
H 0.3098 2.9619 -1.0480
H 0.2528 1.8070 -0.0846
O -0.2836 2.5155 -0.4351
H 0.6475 -3.2913 2.1118
H -0.3798 -4.3871 1.9775
O 0.3870 -3.9408 2.5406
H -0.4533 -0.8841 -1.9090
H -1.1580 -1.5856 -3.1591
O -0.2611 -1.2049 -2.8516
H 1.3045 2.6364 2.1743
H 0.8329 3.8648 3.1668
O 0.9535 2.9040 3.1548
H 2.2340 0.4026 -3.5791
H 1.3254 -0.7675 -3.0019
O 2.3063 -0.4074 -3.0886
H 0.4899 1.3771 -3.5390
H -0.0766 0.1474 -4.1568
O 0.1506 1.0878 -4.4185
H -1.1151 4.0140 2.9041
H -2.1767 3.7386 1.9354
O -1.7897 4.4435 2.3445
H 2.9313 -0.5780 -1.3238
H 2.4861 -1.9590 -0.9539
O 3.2205 -1.3310 -0.7262
H 1.5155 -3.9992 -2.5959
H 2.3093 -4.0368 -1.2110
O 1.4977 -4.2323 -1.7352
H 3.9537 1.6062 -1.9283
H 2.5343 1.5775 -1.2784
O 2.9982 1.7783 -2.0905
*
```

---

The following is a quantum chemistry calculation of a cluster of 13 separate species, C5H34N2O13 in total in a non-equilibrium geometry, from OMol25.

Values from the calculation:
Max |F| ... 1.889 eV/A
Energy above the lowest of the compared OMol25 structures with the same formula, charge and spin ... 0.0000 eV
HOMO level ... -10.107 eV
E_LUMO ... -0.3 eV
M ... 330.33 u
Energy ... -1298.6151 a.u.
Gap between HOMO and LUMO ... 9.855 eV

Geometry as ORCA input:
```
! wB97M-V def2-TZVPD RIJCOSX def2/J DEFGRID3
* xyz 0 1
N 0.4928 -0.2551 -1.4047
C -0.5648 -1.0568 -2.0599
C -1.4737 -1.6261 -0.9643
C -1.0972 -0.9151 0.3423
C 0.0038 0.1113 -0.0587
C 1.0663 0.2352 1.0092
N 2.3187 -0.2510 0.8398
O 0.8019 0.7951 2.0719
H 1.3528 -0.8081 -1.3871
H -0.1409 -1.8526 -2.6796
H -1.1439 -0.4204 -2.7609
H -1.3929 -2.7007 -0.8559
H -2.5376 -1.4577 -1.2113
H -1.9660 -0.3973 0.7386
H -0.7568 -1.6413 1.0950
H -0.4812 1.1086 -0.1271
H 2.6702 -0.7379 0.0217
H 3.0000 -0.0385 1.5602
H -1.1908 1.3661 -1.9015
H -0.9339 2.8464 -1.6476
O -1.5637 2.2120 -2.1266
H 1.0333 3.1822 -0.9513
H 0.0065 3.6047 0.1477
O 0.2019 3.6853 -0.8116
H 0.1408 -4.2345 0.8697
H -0.4571 -5.5851 0.3733
O -0.1429 -4.7213 0.0795
H -3.0254 0.6925 3.3606
H -1.5146 0.5146 3.7160
O -2.3834 0.1373 3.8433
H 0.4145 1.8472 -3.4340
H 0.8716 0.4677 -2.6779
O 1.1132 1.1857 -3.3562
H 2.1335 1.9064 -2.1187
H 2.3981 1.3496 -0.7362
O 2.4272 2.1767 -1.2157
H -3.7153 1.9275 1.2750
H -3.6287 2.6864 2.5531
O -3.8198 1.7977 2.2357
H 2.9032 -2.6831 -1.0636
H 3.2234 -1.8691 -2.4291
O 3.0666 -1.7950 -1.4912
H 1.6371 -4.4913 -0.5231
H 2.4350 -3.8843 0.6181
O 2.5015 -4.1082 -0.3183
H -4.4636 2.2527 -0.9913
H -2.8912 2.2614 -1.0307
O -3.6816 2.3381 -0.4445
H 0.2550 3.8290 2.3687
H -0.0166 2.3377 2.0192
O -0.2980 3.2605 1.8150
H 1.0605 -3.5475 3.0322
H 0.9734 -2.3893 2.0208
O 1.1523 -3.3314 2.1021
*
```

---

Copy entry 4 word for word.
The following is a quantum chemistry calculation of a cluster of 13 separate species, C5H34N2O13 in total in a non-equilibrium geometry, from OMol25.

Values from the calculation:
Max |F| ... 1.889 eV/A
Energy above the lowest of the compared OMol25 structures with the same formula, charge and spin ... 0.0000 eV
HOMO level ... -10.107 eV
E_LUMO ... -0.3 eV
M ... 330.33 u
Energy ... -1298.6151 a.u.
Gap between HOMO and LUMO ... 9.855 eV

Geometry as ORCA input:
```
! wB97M-V def2-TZVPD RIJCOSX def2/J DEFGRID3
* xyz 0 1
N 0.4928 -0.2551 -1.4047
C -0.5648 -1.0568 -2.0599
C -1.4737 -1.6261 -0.9643
C -1.0972 -0.9151 0.3423
C 0.0038 0.1113 -0.0587
C 1.0663 0.2352 1.0092
N 2.3187 -0.2510 0.8398
O 0.8019 0.7951 2.0719
H 1.3528 -0.8081 -1.3871
H -0.1409 -1.8526 -2.6796
H -1.1439 -0.4204 -2.7609
H -1.3929 -2.7007 -0.8559
H -2.5376 -1.4577 -1.2113
H -1.9660 -0.3973 0.7386
H -0.7568 -1.6413 1.0950
H -0.4812 1.1086 -0.1271
H 2.6702 -0.7379 0.0217
H 3.0000 -0.0385 1.5602
H -1.1908 1.3661 -1.9015
H -0.9339 2.8464 -1.6476
O -1.5637 2.2120 -2.1266
H 1.0333 3.1822 -0.9513
H 0.0065 3.6047 0.1477
O 0.2019 3.6853 -0.8116
H 0.1408 -4.2345 0.8697
H -0.4571 -5.5851 0.3733
O -0.1429 -4.7213 0.0795
H -3.0254 0.6925 3.3606
H -1.5146 0.5146 3.7160
O -2.3834 0.1373 3.8433
H 0.4145 1.8472 -3.4340
H 0.8716 0.4677 -2.6779
O 1.1132 1.1857 -3.3562
H 2.1335 1.9064 -2.1187
H 2.3981 1.3496 -0.7362
O 2.4272 2.1767 -1.2157
H -3.7153 1.9275 1.2750
H -3.6287 2.6864 2.5531
O -3.8198 1.7977 2.2357
H 2.9032 -2.6831 -1.0636
H 3.2234 -1.8691 -2.4291
O 3.0666 -1.7950 -1.4912
H 1.6371 -4.4913 -0.5231
H 2.4350 -3.8843 0.6181
O 2.5015 -4.1082 -0.3183
H -4.4636 2.2527 -0.9913
H -2.8912 2.2614 -1.0307
O -3.6816 2.3381 -0.4445
H 0.2550 3.8290 2.3687
H -0.0166 2.3377 2.0192
O -0.2980 3.2605 1.8150
H 1.0605 -3.5475 3.0322
H 0.9734 -2.3893 2.0208
O 1.1523 -3.3314 2.1021
*
```

---

Copy entry 1 word for word.
The following is a quantum chemistry calculation of a cluster of 11 separate species, C5H33NO11 in total in a non-equilibrium geometry, from OMol25.

Values from the calculation:
Max |F| ... 11.118 eV/A
Energy above the lowest of the compared OMol25 structures with the same formula, charge and spin ... 6.1436 eV
SMILES string ... CN[C@H](C)CCO.O.O.O.O.O.O.O.O.O.O
HOMO level ... -8.790 eV
E_LUMO ... 0.1 eV
M ... 283.31 u
Energy ... -1092.5310 a.u.
Gap between HOMO and LUMO ... 8.935 eV

Geometry as ORCA input:
```
! wB97M-V def2-TZVPD RIJCOSX def2/J DEFGRID3
* xyz 0 1
C 1.6047 0.4063 3.3379
N 0.6770 0.0797 2.1974
C 1.3190 0.4256 0.8513
C 2.7891 -0.0979 0.6716
C 3.1798 -0.3346 -0.8566
O 2.6537 -1.5515 -1.3876
C 0.4205 0.0613 -0.3214
H 1.2930 -0.3806 4.1254
H 2.6631 0.1817 3.1295
H 1.5744 1.4392 3.8819
H 0.3042 -0.8907 2.2835
H 1.4218 1.5317 0.9056
H 3.4924 0.6643 1.0576
H 3.0028 -0.9964 1.3216
H 2.7167 0.5107 -1.3638
H 4.2898 -0.3829 -0.9918
H 1.7106 -1.6823 -1.2107
H 0.7556 0.4058 -1.3290
H -0.6897 0.3859 -0.2586
H 0.3061 -1.0637 -0.4512
H -3.0375 -0.4617 -2.1227
H -2.7826 1.1765 -2.4437
O -2.5813 0.2551 -2.7521
H -3.4380 0.0457 0.5120
H -2.2934 1.1207 0.8661
O -2.8420 0.6951 0.2146
H -2.1999 2.8738 -1.4847
H -2.7568 3.9844 -0.7410
O -2.1435 3.9295 -1.4358
H -0.0073 -2.8005 -0.2281
H -0.0075 -4.0366 -0.9060
O 0.0830 -3.0565 -1.0166
H -3.2265 -2.6296 -1.9836
H -2.4494 -1.8433 -1.0839
O -3.3799 -1.9273 -1.4658
H -0.6290 1.6093 -4.2910
H -1.1660 0.8808 -3.1859
O -0.3217 1.2855 -3.5476
H 2.8281 -4.0683 1.1300
H 2.3700 -2.6420 0.7066
O 2.3515 -3.2744 1.4829
H 0.9807 -2.3339 1.8150
H 0.4926 -3.6120 2.1736
O 0.1046 -2.8620 1.6963
H 0.0727 3.2903 -0.2511
H 0.1622 4.2658 0.8673
O 0.6526 3.5280 0.4777
H -2.6506 2.9347 3.1414
H -1.4163 2.4634 2.2462
O -2.3649 2.5707 2.3198
*
```

---

Question: Look up the gap between HOMO and LUMO of the third one.
Answer: 9.263 eV